1.
This record from the Open Molecules 2025 dataset describes a 9-piece molecular cluster, C60H70F8N14O16S8 overall in a non-equilibrium geometry. The level of theory is wB97M-V/def2-TZVPD.

```
176
Properties=species:S:1:pos:R:3:forces:R:3
S 1.0138 -23.6277 -5.0370 -9.6931 1.4198 0.7185
S -0.6083 -18.9232 -13.1319 -10.1807 -4.9696 0.0157
S 1.5617 -13.8385 -2.5266 -2.7919 0.0637 3.9712
S 1.6693 -18.4222 -12.9008 3.0055 3.1178 -1.5297
S 2.8860 -14.0064 -4.4077 2.4519 2.8668 -9.7910
S 7.4914 -17.9332 -7.1927 -8.0049 5.4138 4.5218
S 3.1936 -23.5145 -5.2569 10.4041 -3.5721 -5.0649
S 9.3123 -19.4557 -7.6619 2.1197 -1.6023 -1.7214
F -0.0350 -22.6780 -4.2256 -0.3289 0.9901 0.3316
F 9.9762 -19.0476 -9.1330 0.5215 -0.4865 0.9375
F -2.0328 -18.2204 -12.8154 -0.4209 0.5553 -0.2436
F 6.0310 -17.6011 -7.8337 1.0708 0.3740 -0.6891
F 4.4514 -22.4746 -5.1445 0.1048 -0.3311 0.5134
F 1.3014 -14.7537 -1.2068 0.3406 -0.1010 -0.4648
F 4.4026 -14.2942 -4.7918 0.6859 -0.9964 0.2933
F 2.4990 -17.6235 -11.7904 -0.5252 -0.1702 0.4507
O 2.9632 -12.5416 -4.5716 -1.1637 -2.2855 1.5439
O 10.0978 -18.7059 -6.6771 -1.6341 -0.7936 -1.5042
O 0.3317 -14.0669 -3.2726 1.7421 0.6658 0.7208
O 8.2038 -16.7054 -7.2480 0.5425 0.0783 0.1829
O 2.0084 -19.7940 -12.6690 -0.7347 0.2174 0.5244
O 2.2513 -17.8514 -14.1086 -1.0306 -0.5771 1.1075
O 1.8459 -12.5596 -1.9002 -0.1546 -1.8138 -1.4198
O 9.4974 -20.9003 -7.5918 -0.7788 1.8926 -0.3560
O -0.7797 -20.0399 -12.2525 1.1179 -0.9274 0.0375
O 3.5303 -24.6088 -4.3509 -0.0747 1.8069 -1.1336
O 2.1528 -14.7047 -5.4558 0.5343 0.5199 1.1565
O 6.9341 -18.4355 -5.9543 2.1433 -0.0013 0.4248
O 0.9289 -24.7258 -4.1272 1.2676 -0.4018 -0.9818
O -0.7383 -19.1468 -14.5166 1.3368 -0.1677 -1.5374
O 3.2450 -23.7894 -6.7311 -0.5420 0.0691 3.6862
O 0.2472 -23.6585 -6.2880 2.7205 -0.2214 1.2987
N 14.9555 -13.6544 -2.7722 1.0794 -0.9504 -1.1189
N 15.7208 -8.1170 1.5273 1.2769 -0.8694 0.5740
N 17.2797 -21.4107 -11.4470 -0.8515 0.2991 1.8168
N -1.0510 -19.1756 -6.2514 0.0632 -0.8535 0.0912
N 2.8232 -14.7165 -3.0963 -1.5957 0.6809 4.0941
N 4.9792 -20.2508 -1.1526 1.6999 -1.2201 -0.9018
N 2.1852 -22.5215 -4.8515 -3.7583 0.7514 0.8810
N 7.8382 -18.9572 -8.1836 4.3748 -5.0549 -1.8159
N 0.1369 -17.8021 -12.5830 7.7467 2.8841 1.3862
N 11.6104 -16.0904 -16.1452 0.5924 1.0890 -0.7582
N -6.9093 -18.7759 -2.4326 1.4609 -1.6377 0.1610
N 7.9235 -20.7055 -12.5665 -1.2360 1.7235 0.5817
N 11.6029 -22.5208 -0.9052 -1.2418 0.1847 -0.6140
N 23.9543 -22.4228 -13.3206 -0.3434 -1.1243 -1.6258
C 15.3680 -10.2367 -0.2055 1.5836 0.5153 1.4100
C 15.3053 -11.3060 -2.5666 -0.1908 -0.2778 2.0106
C 9.1497 -18.8536 -14.2542 -2.3246 -1.1484 1.7258
C 10.1203 -17.9280 -16.3404 0.3944 0.8894 0.4842
C 15.8347 -21.1427 -11.0634 0.8322 0.1427 0.0604
C -0.9531 -18.7473 -4.9873 -1.3969 0.0525 0.3215
C 22.2248 -22.6934 -11.7043 2.3511 -0.2458 -0.0320
C 15.1098 -8.8835 -0.5736 -1.1349 -2.1441 -0.1602
C 25.3742 -22.5845 -13.7338 -0.0978 -0.0487 0.4482
C 11.1528 -21.7900 -1.9417 -0.8988 0.3670 -0.1130
C 12.3319 -15.0785 -16.9329 0.3543 -0.9685 -0.5595
C 10.4190 -16.7637 -14.2806 0.8798 0.0329 0.3255
C 8.8695 -21.7350 -1.0271 2.8391 0.1525 -0.9472
C 21.2837 -22.2441 -12.6293 -0.4190 0.2639 1.9214
C 14.7102 -14.8529 -3.7388 -1.4397 1.9175 0.6334
C 23.0510 -22.1409 -14.3078 -0.8887 0.6209 2.6024
C 7.3307 -19.9150 -1.4430 -1.0023 -1.0735 -1.0478
C -4.7050 -19.6882 -2.8018 -1.5444 -0.7012 1.5086
C 17.4764 -22.1244 -12.5590 0.4307 -0.3255 0.0660
C 15.1538 -12.4348 -3.3280 -1.6320 -0.7730 -0.0938
C -5.8683 -19.5969 -2.0302 -0.5558 0.8459 -0.8955
C 3.6317 -19.6924 -1.0564 -0.4005 1.6333 -0.3998
C 7.2697 -21.5795 -11.6225 -0.3185 -1.7049 0.8325
C -3.4273 -19.4507 -6.0698 3.0097 0.3960 -1.0468
C 6.0269 -19.5024 -1.6190 -0.1050 0.6257 1.4335
C 13.0068 -22.9558 -0.7663 -0.1044 1.1453 0.0302
C 11.0477 -17.0116 -16.8928 -2.1176 -2.7914 -0.2523
C -3.3030 -18.9927 -4.7627 -2.7233 -0.4410 -0.1115
C 7.4500 -19.4504 -12.6079 0.7459 1.0020 -1.3011
C 18.3078 -20.9778 -10.6576 -0.3984 -1.3310 -1.3434
C -2.1296 -18.5729 -4.2055 2.5739 0.0425 -1.0569
C 8.8981 -21.0829 -13.3302 2.5937 -0.1295 -1.3657
C 19.8410 -21.9443 -12.2094 0.9436 -2.0297 -1.8906
C 10.7381 -22.8334 0.0648 -0.6600 -0.3653 0.7298
C 18.7477 -22.4501 -12.9443 0.8861 1.4142 -0.6913
C -8.2023 -18.6998 -1.6092 1.6014 0.8048 -0.6604
C 15.1558 -12.7760 -0.5831 -0.4172 1.5144 -1.2100
C 7.5019 -21.2309 -1.0878 -0.0736 -2.1702 0.8373
C 5.1590 -21.5838 -0.8211 0.9664 1.4574 -0.7305
C 15.0608 -13.8448 -1.4637 -0.2103 -0.0477 0.2298
C 15.2616 -11.4381 -1.1229 0.1730 -0.9240 -0.6747
C 19.6004 -21.2658 -11.0755 -0.6325 1.9935 1.9985
C 23.6059 -22.8296 -12.0924 -2.3733 1.9706 0.0742
C -2.2229 -19.5141 -6.8048 -2.1662 -0.6551 0.9931
C 9.5976 -20.1635 -14.1260 -0.7419 -0.8530 -0.7407
C 15.0915 -7.8815 0.3807 1.2486 -0.9553 -1.2341
C 6.4640 -22.1473 -0.7946 -2.1685 2.2867 -0.0251
C -5.6558 -18.2537 -4.4747 -1.7440 -0.1491 1.8599
C 16.1103 -6.9104 2.2972 0.2931 -0.5505 -0.1515
C 8.0037 -18.5052 -13.5382 -0.4489 -1.1221 2.4020
C 9.8204 -17.8215 -14.9740 2.7449 1.6389 -1.5552
C 21.7155 -21.9332 -13.8751 1.1214 -0.3124 -2.8914
C -6.8184 -18.1905 -3.6291 0.6106 1.0225 -0.2970
C 0.1757 -19.5031 -7.0224 0.0251 -0.0086 0.2909
C 9.3847 -22.4955 0.0485 0.1508 0.6050 -1.2227
C 16.2474 -9.3359 1.9279 -1.7422 0.5463 -2.4611
C -4.6034 -19.0167 -4.0069 0.8640 1.0146 -0.0272
C 16.0006 -10.4515 1.0773 -0.5692 1.6179 -0.0374
C 9.8202 -21.3628 -2.0532 0.9976 -1.2934 1.2757
C 11.4242 -15.9569 -14.8704 -3.1657 -0.2089 2.3932
H 15.5121 -20.2807 -11.6474 -0.1394 -0.1692 0.0511
H 6.7011 -19.3907 -11.8320 -0.4616 1.3609 -0.3877
H 13.0151 -23.9756 -0.3814 0.3112 0.2723 -0.0543
H -7.9134 -18.5571 -0.5679 -0.0600 -0.8387 0.0153
H 15.7810 -20.9093 -10.0001 0.0879 -0.0432 -0.1503
H 25.4939 -23.6563 -13.8917 0.3765 0.1792 -0.3683
H 15.3203 -6.8204 3.0428 0.5049 0.8251 0.1784
H 15.5291 -14.9628 -4.4498 0.0528 -0.3596 0.5941
H -2.2881 -20.0696 -7.7287 0.7355 0.5086 -0.4762
H 8.6981 -22.7760 0.8335 0.3382 -0.1524 0.2817
H 14.8582 -12.5068 -4.3642 0.7023 0.8904 -0.3684
H 25.5557 -21.9595 -14.6081 0.1142 -0.3132 0.0935
H 6.2876 -21.8718 -11.9941 0.0493 0.0215 -0.1118
H 7.1386 -21.1274 -10.6394 0.1836 0.3359 -0.1622
H 13.4004 -22.1837 -0.1052 0.5311 -0.6240 0.4357
H 16.8202 -9.2134 2.8353 0.0347 -0.8272 0.0745
H 11.5721 -14.5798 -17.5347 0.3422 0.2955 0.0518
H 12.8785 -15.8057 -17.5334 0.8991 1.2925 -0.6137
H -7.6832 -17.5486 -3.7096 0.1281 0.2350 -1.2396
H 8.2025 -19.3827 -1.7937 -0.3564 0.5473 0.1421
H 0.0676 -18.6734 -4.6422 -0.1590 0.5650 0.2557
H 18.1094 -20.5447 -9.6884 -0.3235 0.3323 -0.2509
H 16.3245 -11.4431 1.3572 0.1471 0.1312 0.1587
H 10.3540 -20.5388 -14.7994 0.3476 -0.0522 0.2874
H -5.5410 -17.6643 -5.3724 -0.4334 0.0321 -0.0210
H 13.5446 -22.8187 -1.7044 -0.3119 -0.4407 -0.0543
H 16.6089 -22.4828 -13.0932 -0.0864 0.2320 -0.0499
H 12.9460 -14.4025 -16.3380 -0.1485 -0.2574 -0.0784
H 26.0029 -22.2699 -12.9008 0.0320 0.0420 -0.1708
H 6.5603 -23.1840 -0.5078 0.3001 -0.0072 -0.2297
H 14.8542 -6.8550 0.1431 -0.2639 -0.0315 0.0950
H 9.2140 -22.1097 -13.2194 0.0286 -0.0516 -0.2537
H 18.8960 -22.7753 -13.9634 0.0249 -0.8634 0.1674
H 0.2591 -18.7523 -7.8081 0.2074 -0.3586 -0.1235
H -3.9531 -20.3736 -2.4396 0.2588 0.1502 -0.0768
H 20.9870 -21.5604 -14.5798 0.1533 -0.0021 -0.3430
H 16.2705 -6.1153 1.5690 -0.6708 0.2775 0.4239
H 1.0263 -19.4799 -6.3412 -0.0702 0.1880 -0.1684
H 14.8212 -8.7194 -1.6013 -0.3335 0.4806 0.1267
H 9.5078 -18.6831 -16.8105 0.6612 -0.0130 -1.0694
H 11.3909 -17.0138 -17.9168 -0.4646 -0.1952 -0.1692
H 15.2441 -22.0353 -11.2697 0.1101 0.1696 -0.0487
H -2.0169 -18.0688 -3.2570 -0.2459 -0.3461 0.2274
H 11.8338 -15.0757 -14.3990 0.1911 -0.2002 0.2068
H 13.8127 -14.5426 -4.2739 0.1726 0.2838 -0.4594
H 3.5644 -18.8253 -1.7134 0.1258 -0.1510 -0.3178
H 0.0568 -20.5343 -7.3549 0.1257 0.2069 -0.3804
H 9.6746 -20.8368 -2.9851 -0.8698 0.2181 0.1425
H 24.4586 -22.9591 -11.4423 -0.3247 -0.5076 0.3917
H 15.0170 -14.8912 -1.1999 -0.1312 0.1241 0.6039
H 20.3737 -20.7583 -10.5179 0.3171 -0.4071 0.1686
H 4.1753 -22.0146 -0.7063 0.3744 -0.8965 0.4718
H 11.8751 -21.5039 -2.6919 0.0398 -0.1812 -0.0617
H 3.5109 -19.2274 -0.0780 -0.1383 -0.5710 0.2490
H 15.3468 -10.3339 -3.0352 0.1492 -0.0591 -0.0807
H 14.2657 -15.6902 -3.2007 1.1256 -0.2155 0.2665
H 7.6971 -17.4697 -13.5266 -0.5440 -0.0989 0.0028
H 7.8902 -22.4656 -11.4891 -0.1704 0.0049 -0.0341
H 5.9107 -18.4833 -1.9571 -0.9114 -0.0053 -0.1281
H 22.0277 -22.8314 -10.6515 -0.3145 -0.3260 -0.0416
H -8.6434 -17.7291 -1.8359 -0.4038 -0.3737 -0.4668
H 23.4687 -21.9978 -15.2934 -0.3187 0.1841 -0.0749
H 17.1221 -7.1002 2.6554 -0.3237 0.0174 0.6654
H 10.1111 -16.6505 -13.2517 0.4375 0.3028 0.2147
H 2.8242 -20.3656 -1.3438 0.4070 -0.2998 0.2665
H -4.3115 -19.7767 -6.5974 -0.2334 -0.0187 0.4764
H 11.1946 -23.3620 0.8886 -0.2666 -0.1742 0.1527
H -6.0784 -20.1294 -1.1145 0.4132 -0.0836 0.0619
H 14.9517 -12.9854 0.4565 0.4548 0.1640 0.1479
H -8.7707 -19.5831 -1.9005 -0.2437 0.3278 0.5140
```
Forces are in eV/Å.

E_LUMO, hartree: -0.4324
Total energy, a.u.: -8280.46614
Charge: +6


2.
This record from the Open Molecules 2025 dataset describes a 3-piece molecular cluster, C4H12NO5 overall in a non-equilibrium geometry. The level of theory is wB97M-V/def2-TZVPD.

```
22
Properties=species:S:1:pos:R:3:forces:R:3
O 1.7794 0.4137 -2.1577 -0.8823 -5.6602 -2.3815
O 1.0266 1.7445 0.6396 1.1846 0.8849 0.0445
O -1.3575 -2.5865 -1.5587 0.6941 0.6275 -0.2021
O 1.4702 0.4412 2.9224 0.4145 -2.9689 3.7342
O -0.9711 1.8733 1.5656 -2.1589 0.3260 -0.9977
N -0.2181 -1.1290 0.9470 -1.9529 1.3718 -0.3187
C -0.6802 0.8631 -0.5712 -0.7948 0.1720 -3.8406
C -1.0053 -0.5797 -0.2232 -2.3063 -0.7130 1.0872
C -0.7609 -1.3769 -1.5918 -2.8551 -1.9420 2.0470
C -0.1717 1.6203 0.5284 1.1395 -0.5733 1.8532
H 1.3407 0.9494 2.1825 -0.2742 1.8120 -3.1592
H 1.3704 -0.5562 -1.7822 1.5078 3.3445 -1.9507
H -2.1586 -0.5344 0.1052 2.4767 -0.9164 -0.8271
H -0.4910 -2.0716 1.1793 -0.3218 -0.1806 -0.5308
H 1.8177 0.8262 -1.3627 0.6722 2.5840 3.8890
H -0.5968 1.8406 2.4397 1.0905 0.0163 0.3272
H -1.4956 1.3517 -1.2329 0.8716 -0.8366 1.5542
H 1.1085 -0.4528 2.7275 0.0852 1.1861 -0.0819
H 0.3416 -1.4817 -1.7537 0.2828 0.1623 0.1224
H -1.1974 -0.6904 -2.3248 0.2912 0.3468 -0.8121
H 0.7108 -1.1556 0.6459 1.8866 -0.3240 -0.5408
H 0.1379 0.6907 -1.3241 -1.0511 1.2811 0.9842
```
Forces are in eV/Å.

E_LUMO, hartree: 0.1198
Total energy, a.u.: -590.52417
Energy relative to the best compared isomer or geometry (same formula, charge and spin), kJ/mol: 319.3
Charge: -1


3.
This record from the Open Molecules 2025 dataset describes one molecule with the formula C6H7N5O in a non-equilibrium geometry. The level of theory is wB97M-V/def2-TZVPD.

```
19
Properties=species:S:1:pos:R:3:forces:R:3
O -0.5305 -0.2119 -1.2837 -0.0045 -0.1289 -0.6719
N 0.7743 0.2748 0.4729 2.1269 2.6638 1.3961
N 1.1210 0.0856 1.7904 -1.6814 -0.8482 -3.6942
N 1.2084 -0.8121 3.7503 0.0228 0.6210 -1.8845
N 2.0109 0.2689 3.5970 0.5018 -0.4878 2.8176
N 1.9744 0.8245 2.4619 0.0603 0.2448 -0.6990
C -0.6000 -1.6043 0.6184 -1.9340 -1.4658 0.1112
C -0.2805 -1.8018 1.9301 -0.2871 -0.6036 -1.3335
C -0.0986 -0.4697 -0.0612 0.1019 -0.6360 0.4294
C -1.0841 1.3329 -3.0274 2.2064 0.0982 -0.0215
C 0.6505 -0.9202 2.5201 0.2704 -0.1250 2.0944
C -0.0828 1.0194 -1.8984 -0.7779 -0.4922 -1.4345
H -0.0762 1.7482 -1.1579 -0.0600 1.4429 1.3133
H -0.9807 0.5355 -3.7419 -0.2375 -0.2200 -0.5447
H -0.8685 2.2933 -3.5197 0.2306 -0.3590 0.1986
H -2.0696 1.3905 -2.6862 -1.5352 -0.0959 0.7227
H -0.6675 -2.6614 2.4551 0.0373 0.1098 0.2322
H -1.3428 -2.2389 0.0471 1.0465 0.6518 0.9742
H 0.9424 0.9468 -2.2670 -0.0876 -0.3699 -0.0061
```
Forces are in eV/Å.

SMILES: CCOc1ccc2nnnn2n1
E_LUMO, hartree: -0.0098
Total energy, a.u.: -581.77078
Energy relative to the best compared isomer or geometry (same formula, charge and spin), kJ/mol: 229.6


> Which of these has the lowest E_LUMO?

C60H70F8N14O16S8


> Which of these has the lowest E_LUMO?

C60H70F8N14O16S8


> What is the total energy in the third record?

-581.77078 a.u.